1.
Molecular formula: C16H8BrFN6O9Pd
Method: DFT, ωB97M-V/def2-TZVPD

CARTESIAN COORDINATES (ANGSTROEM)
Pd 0.119 0.666 0.017
Br -5.876 4.906 1.266
F 2.455 -6.040 0.005
O 1.238 -1.013 0.153
O -1.289 2.067 0.268
O -0.314 0.724 -1.869
O 4.853 -5.144 -1.090
O 1.172 3.461 0.521
O -1.788 -0.032 0.318
O 0.727 0.131 1.919
O 4.415 -1.183 1.117
O 1.866 1.461 -0.259
N 2.836 -2.779 1.468
N 0.642 3.947 -5.036
N -5.830 0.808 1.009
N 0.146 1.808 -2.459
N 4.633 -3.188 0.053
N -1.604 0.098 -4.899
C 4.215 -4.464 -0.330
C 3.999 -2.295 0.888
C 1.993 2.751 0.014
C -2.191 1.171 0.405
C 2.316 -4.019 1.139
C -3.586 1.529 0.665
C 1.328 -0.859 1.411
C 0.290 3.037 -4.433
C -4.553 0.537 0.770
C -5.275 3.135 1.054
C -6.180 2.082 1.149
C 2.948 -4.839 0.302
C -0.173 1.890 -3.702
C -0.964 0.894 -4.376
C -3.946 2.865 0.808
C 2.088 -1.837 2.264
H 2.761 -1.267 2.903
H 1.379 -4.295 1.603
H 5.487 -2.853 -0.372
H 3.001 3.075 -0.291
H -3.207 3.650 0.728
H -7.226 2.284 1.344
H 1.375 -2.365 2.897
H -4.282 -0.505 0.654

Properties
Lowest unoccupied orbital energy   -3.02 eV
HOMO energy   -9.88 eV
Energy above the lowest of the compared OMol25 structures with the same formula, charge and spin   1.2 kcal per mole
Maximum force   0.22 eV Å⁻¹
Multiplicity   1

---

2.
Molecular formula: C16H8Cl6IOSiTi
Method: DFT, ωB97M-V/def2-TZVPD

CARTESIAN COORDINATES (ANGSTROEM)
I -2.825 1.512 1.955
Ti -1.329 0.832 -0.184
Cl 0.925 -1.465 2.122
Cl -0.614 -6.582 1.465
Cl -2.202 2.961 -1.442
Cl -5.050 1.113 -1.786
Cl -3.047 -2.667 -1.306
Cl -2.621 0.756 -3.977
Si -3.024 1.011 -1.986
O -1.166 -0.917 0.161
C 2.951 2.031 -1.230
C -1.860 -3.168 -0.154
C 1.769 3.222 2.100
C 0.444 2.723 2.113
C 1.132 0.893 -2.340
C 2.596 2.987 1.041
C 0.328 1.072 -1.254
C -0.094 -2.640 1.373
C 0.009 1.987 1.061
C 2.150 2.258 -0.087
C 0.046 -3.979 1.691
C 0.822 1.752 -0.092
C 2.461 1.368 -2.321
C -1.736 -4.511 0.151
C -0.780 -4.902 1.074
C -1.048 -2.205 0.448
H 3.610 3.367 1.040
H 3.091 1.213 -3.187
H -2.376 -5.238 -0.326
H 0.789 -4.292 2.409
H -0.190 2.908 2.970
H 2.119 3.794 2.950
H 3.966 2.409 -1.228
H 0.754 0.396 -3.225

Properties
Lowest unoccupied orbital energy (spin up / spin down)   -1.12 / -2.73 eV
HOMO energy (spin up / spin down)   -8.58 / -8.71 eV
Energy above the lowest of the compared OMol25 structures with the same formula, charge and spin   0.0 kcal per mole
Expectation value of S²   0.77
Maximum force   1.32 eV Å⁻¹
Multiplicity   2

---

What are the E_tot values for these records? In order: -4421.87543; -4887.71127 a.u..